Entry 1:
Molecular formula: C4H6N2O
Method: DFT, the ωB97M-V functional and the def2-TZVPD basis

Each line ends with the Löwdin charge.
CARTESIAN COORDINATES (ANGSTROEM)
1 H -2.33 1.56 -1.10  0.059
2 N -1.96 0.62 -1.05  0.144
3 C -1.56 0.41 0.13  -0.319
4 O -1.02 -0.78 0.53  -0.095
5 C 0.21 -1.16 -0.06  -0.190
6 C 1.36 -0.34 0.55  -0.145
7 C 1.73 0.84 -0.25  -0.230
8 N 2.03 1.75 -0.89  0.144
9 H -1.61 1.12 0.96  0.133
10 H 0.17 -1.06 -1.15  0.126
11 H 0.34 -2.22 0.20  0.126
12 H 1.06 -0.02 1.55  0.126
13 H 2.26 -0.96 0.67  0.121

## Properties
SMILES = [H]/N=C/OCCC#N
ΔE to the lowest compared entry with this formula, charge and spin = 40.85 kcal/mol
E_HOMO = -10.604 eV
M = 98.10 g/mol
total charge = 0


Entry 2:
Molecular formula: C3H12O4
Method: DFT, the ωB97M-V functional and the def2-TZVPD basis

Each line ends with the Löwdin charge.
CARTESIAN COORDINATES (ANGSTROEM)
1 C 0.45 -0.50 -1.21  0.027
2 C 1.02 -0.30 -0.02  -0.439
3 C 1.05 -1.40 1.03  -0.032
4 O 1.58 0.98 0.23  -0.033
5 H 0.01 -1.49 -1.30  0.062
6 H 0.34 0.18 -2.01  0.051
7 H 0.70 -2.30 0.63  0.056
8 H 0.49 -1.14 1.96  0.083
9 H 2.08 -1.37 1.42  0.089
10 H 1.79 1.26 -0.70  0.063
11 O -2.26 0.42 1.74  -0.096
12 H -2.38 0.79 2.70  0.110
13 H -1.30 0.41 1.58  0.030
14 O 2.98 0.87 -2.11  -0.115
15 H 3.67 0.34 -1.57  0.099
16 H 3.01 0.46 -3.04  0.104
17 O -4.81 0.95 0.29  -0.102
18 H -4.05 0.76 0.93  0.022
19 H -4.39 1.06 -0.57  0.021

## Properties
SMILES = C=C(C)O.O.O.O
ΔE to the lowest compared entry with this formula, charge and spin = 32.17 kcal/mol
E_HOMO = -8.981 eV
M = 112.12 g/mol
total charge = 0